(1)
# C22H31N5O4

One molecule with the formula C22H31N5O4 (the ωB97M-V functional and the def2-TZVPD basis, OMol25).

The geometry in XYZ format:
```
62
C22H31N5O4 the ωB97M-V functional and the def2-TZVPD basis
C -0.06 1.84 -2.43
C 0.82 1.98 -3.60
C 0.86 0.59 -4.35
H 0.00 0.12 -4.46
C 2.07 -0.21 -4.07
N 2.01 -0.69 -2.54
C 1.21 -1.64 -2.10
C 0.69 -1.94 -0.89
C 1.41 -1.23 0.12
O 1.30 -1.27 1.42
N 2.29 -0.41 -0.21
C 2.59 -0.13 -1.68
O 3.52 0.93 -2.08
C 2.96 0.60 0.79
H 3.78 1.13 0.13
H 3.42 0.02 1.62
C 2.09 1.90 1.12
O 2.10 2.87 0.65
N 0.97 1.33 2.12
H 1.19 0.29 2.38
C -0.06 2.11 2.36
H 0.31 3.00 2.29
H -0.20 1.93 3.61
C -1.16 1.56 1.81
C -2.73 2.34 2.03
C -2.81 3.73 1.63
C -3.73 4.60 1.95
C -4.76 3.88 3.08
C -4.25 2.71 3.62
C -3.26 2.03 3.22
H -3.21 0.95 3.62
H -5.08 2.38 4.26
H -5.50 4.55 3.41
H -3.95 5.50 1.49
H -2.05 4.10 0.75
H -1.54 0.46 2.03
H -1.25 1.82 0.52
N -0.04 -2.96 -0.29
C 0.35 -4.17 0.13
C -0.69 -5.36 0.26
H -0.29 -5.98 0.84
O -1.65 -4.88 1.09
C -2.28 -3.56 0.37
C -1.19 -2.36 0.29
H -1.75 -1.64 -0.20
H -1.02 -2.05 1.42
H -3.15 -3.09 1.12
H -2.73 -3.53 -0.54
H -1.22 -5.48 -0.84
H 1.23 -4.62 -0.54
H 0.67 -3.94 1.12
N 0.28 -2.42 -3.07
H -0.01 -1.96 -3.93
H -0.29 -2.89 -2.58
H 2.21 -1.18 -4.37
H 3.13 0.07 -3.75
H 1.27 0.80 -5.58
H 1.95 2.10 -3.31
H 0.52 2.60 -4.30
H 0.30 1.12 -1.51
H -1.16 1.72 -2.94
H -0.06 2.80 -1.91
```

Summary:
Total energy = -1430.90051 hartree
LUMO energy = 0.17 eV
Energy relative to the best compared isomer or geometry (same formula, charge and spin) = 533.4 kcal/mol
SMILES = CCCCn1c(N)c(N2CCOCC2)c(=O)n(CC(=O)NCCc2ccccc2)c1=O
Kohn-Sham gap = 8.36 eV
E_HOMO = -8.19 eV
Multiplicity = 1

---

(2)
# C22H32AsClCrF4N3O2Te

C22H32AsClCrF4N3O2Te as an isolated structure (the ωB97M-V functional and the def2-TZVPD basis, OMol25).

The geometry in XYZ format:
```
67
C22H32AsClCrF4N3O2Te the ωB97M-V functional and the def2-TZVPD basis
Cr -0.10 -0.10 -0.41
C -0.98 2.87 -1.04
N 0.20 1.99 -1.05
C 1.28 2.70 -0.35
C 0.61 1.76 -2.44
C 1.72 0.73 -2.52
N 1.51 -0.34 -1.54
C 2.27 -1.46 -1.69
C 2.51 -2.32 -0.58
F 2.12 -1.97 0.65
C 3.17 -3.53 -0.68
F 3.30 -4.26 0.44
C 3.70 -4.01 -1.87
C 3.53 -3.17 -2.95
F 4.01 -3.54 -4.15
C 2.87 -1.95 -2.88
F 2.78 -1.30 -4.05
H -1.84 2.35 -1.45
H -0.79 3.77 -1.63
H -1.19 3.17 -0.01
H 1.51 3.64 -0.88
H 2.16 2.08 -0.28
H 0.95 2.93 0.66
H 0.95 2.70 -2.89
H -0.26 1.42 -2.99
H 1.71 0.38 -3.55
H 2.70 1.20 -2.36
H 4.22 -4.94 -1.94
Te 0.95 0.16 2.13
C 0.70 1.96 3.21
C 1.62 3.00 3.12
C 1.53 4.11 3.94
C 0.52 4.20 4.89
C -0.39 3.16 5.02
C -0.29 2.04 4.19
H 2.44 2.93 2.41
H 2.26 4.91 3.85
H 0.45 5.07 5.53
H -1.17 3.20 5.77
H -0.99 1.22 4.32
N 0.26 -3.90 -2.17
C -0.88 -4.25 -1.27
C -1.22 -3.00 -0.43
O -2.34 -2.93 0.04
O -0.25 -2.18 -0.38
H 0.88 -4.66 -2.43
H 0.78 -3.16 -1.65
H -0.08 -3.41 -3.01
H -0.56 -5.06 -0.61
H -1.73 -4.57 -1.85
C -2.72 1.82 1.71
As -2.25 0.09 0.92
C -2.42 -1.05 2.49
C -3.99 -0.21 0.09
H -3.49 1.65 2.46
H -3.13 2.49 0.95
H -1.85 2.27 2.17
H -3.40 -1.50 2.49
H -2.27 -0.44 3.38
H -1.65 -1.82 2.46
H -4.77 0.07 0.80
H -4.09 -1.27 -0.16
H -4.10 0.39 -0.81
Cl -0.95 -1.21 -3.41
C -1.59 -0.37 -1.89
H -2.08 0.52 -2.29
H -2.37 -1.05 -1.55
```

Summary:
Total energy = -5580.10051 hartree
LUMO energy (spin up / spin down) = -0.17 / 0.02 eV
Energy relative to the best compared isomer or geometry (same formula, charge and spin) = 0.0 kcal/mol
Kohn-Sham gap (spin up / spin down) = 6.64 / 6.86 eV
Expectation value of S² = 0.776
E_HOMO (spin up / spin down) = -6.80 / -6.84 eV
Multiplicity = 2

---

(3)
# C22H32AsN5RhTe

C22H32AsN5RhTe as an isolated structure (the ωB97M-V functional and the def2-TZVPD basis, OMol25).

The geometry in XYZ format:
```
62
C22H32AsN5RhTe the ωB97M-V functional and the def2-TZVPD basis
Rh 0.46 -0.58 0.19
C 0.74 -0.08 3.77
As -0.32 0.36 2.18
C -2.07 -0.22 2.76
C -0.32 2.32 2.34
C -1.16 2.86 3.44
C -2.53 3.02 3.26
C -3.33 3.50 4.28
C -2.78 3.82 5.52
C -1.42 3.66 5.71
C -0.61 3.19 4.68
H 0.32 0.42 4.64
H 1.77 0.24 3.60
H 0.73 -1.16 3.91
H -2.37 0.27 3.69
H -2.01 -1.30 2.90
H -2.77 0.00 1.96
H -0.64 2.67 1.35
H 0.73 2.58 2.47
H -2.96 2.77 2.29
H -4.40 3.62 4.12
H -3.41 4.18 6.32
H -0.97 3.91 6.66
H 0.45 3.08 4.83
C -3.84 -6.09 -1.51
C -3.11 -5.38 -2.65
C -3.84 -4.11 -3.07
C -1.65 -5.10 -2.31
N -1.48 -4.25 -1.15
C -1.44 -2.91 -1.05
N -1.26 -2.59 0.20
N -1.20 -3.76 0.89
N -1.33 -4.75 0.09
H -4.87 -6.30 -1.80
H -3.86 -5.48 -0.61
H -3.35 -7.03 -1.25
H -3.07 -6.06 -3.51
H -3.89 -3.39 -2.25
H -4.86 -4.34 -3.36
H -3.35 -3.62 -3.91
H -1.14 -4.61 -3.14
H -1.11 -6.02 -2.08
H -1.51 -2.19 -1.85
Te -1.24 0.89 -1.03
C 2.67 2.05 0.04
C 3.58 1.14 -0.72
C 4.76 1.60 -1.28
C 5.61 0.76 -1.99
C 5.27 -0.58 -2.14
C 4.10 -1.09 -1.60
C 3.73 -2.53 -1.78
C 3.24 -0.22 -0.89
N 2.09 -0.77 -0.38
H 3.09 3.06 0.08
H 2.52 1.69 1.06
H 1.67 2.09 -0.40
H 5.01 2.65 -1.16
H 6.53 1.15 -2.42
H 5.92 -1.24 -2.69
H 4.51 -3.07 -2.31
H 2.79 -2.62 -2.33
H 3.55 -3.01 -0.81
```

Summary:
Total energy = -3745.60502 hartree
LUMO energy = 2.55 eV
Energy relative to the best compared isomer or geometry (same formula, charge and spin) = 18.2 kcal/mol
Net charge = -1
Kohn-Sham gap = 5.26 eV
E_HOMO = -2.70 eV
Multiplicity = 1

---

(4)
# C22H32B2ClF15N3O7S

An isolated ion of composition C22H32B2ClF15N3O7S and charge +1 (the ωB97M-V functional and the def2-TZVPD basis, OMol25).

The geometry in XYZ format:
```
83
C22H32B2ClF15N3O7S the ωB97M-V functional and the def2-TZVPD basis
C -1.01 0.87 3.65
C -0.87 -0.52 2.98
C -1.71 -0.60 1.69
Cl -2.91 -1.90 1.88
N -0.98 -0.53 0.35
O 0.28 0.06 0.65
C -0.51 -1.88 -0.21
B -0.19 -3.05 0.87
N -0.91 -4.28 0.80
O 0.69 -2.97 1.90
C 0.60 -1.84 -1.25
C 2.08 -1.55 -0.94
C 2.90 -2.43 0.02
C 3.42 -1.59 1.21
C 4.64 -0.76 0.81
C 4.74 0.56 1.57
O 4.40 1.66 0.73
C 5.45 2.43 0.33
C 5.46 2.78 -1.13
O 6.32 2.83 1.09
B 0.48 -3.26 -2.04
N 1.57 -4.22 -2.27
O -0.74 -3.55 -2.60
C 0.16 -0.80 -2.37
F 1.18 0.05 -2.73
C -1.19 -0.09 -2.18
C -1.27 0.98 -3.26
C -1.63 0.32 -0.74
C -1.49 1.83 -0.48
F -1.86 2.14 0.81
F -2.43 2.48 -1.19
C -0.15 2.63 -0.73
F -0.35 3.52 -1.72
F 0.92 1.91 -1.07
C 0.30 3.53 0.48
F -0.54 4.53 0.71
F 0.57 2.79 1.56
F 1.46 4.08 0.08
S -3.49 -0.01 -0.89
O -3.96 0.42 -2.18
O -3.68 -1.44 -0.84
C -4.67 0.82 0.26
F -4.44 0.69 1.58
F -5.77 0.06 0.04
C -5.17 2.27 0.01
F -5.22 2.63 -1.27
F -4.37 3.16 0.64
C -6.63 2.52 0.57
F -6.74 3.86 0.66
F -7.55 2.11 -0.32
F -6.83 2.01 1.78
H -0.24 1.54 3.30
H -2.01 1.28 3.55
H -0.84 0.74 4.71
H -1.25 -1.23 3.70
H 0.19 -0.71 2.89
H -2.35 0.27 1.76
H 0.17 0.92 1.11
H -1.40 -2.27 -0.70
H -1.22 -4.54 1.73
H -1.73 -4.20 0.21
H 1.24 -2.18 1.88
H 2.19 -0.53 -0.60
H 2.60 -1.59 -1.88
H 3.81 -2.76 -0.48
H 2.45 -3.36 0.36
H 2.59 -0.93 1.49
H 3.60 -2.23 2.07
H 4.53 -0.53 -0.25
H 5.52 -1.36 0.98
H 5.73 0.65 2.00
H 4.05 0.59 2.41
H 5.54 1.90 -1.76
H 6.31 3.42 -1.31
H 4.57 3.34 -1.41
H 1.83 -4.69 -1.41
H 2.39 -3.80 -2.67
H -0.96 -4.46 -2.37
H 0.03 -1.36 -3.29
H -1.88 -0.86 -2.50
H -1.17 0.46 -4.21
H -2.20 1.51 -3.32
H -0.47 1.71 -3.25
```

Summary:
Total energy = -3954.26906 hartree
LUMO energy = -3.42 eV
Net charge = +1
SMILES = CC[C@H](Cl)[N@@+]1(O)[C@H](B(N)O)[C@@](CCCCCOC(C)=O)(B(N)O)[C@H](F)[C@H](C)[C@@]1(C(F)(F)C(F)(F)C(F)(F)F)S(=O)(=O)C(F)(F)C(F)(F)C(F)(F)F
Kohn-Sham gap = 9.07 eV
E_HOMO = -12.50 eV
Multiplicity = 1

---

What did the fourth record say?
# C22H32B2ClF15N3O7S

An isolated ion of composition C22H32B2ClF15N3O7S and charge +1 (the ωB97M-V functional and the def2-TZVPD basis, OMol25).

The geometry in XYZ format:
```
83
C22H32B2ClF15N3O7S the ωB97M-V functional and the def2-TZVPD basis
C -1.01 0.87 3.65
C -0.87 -0.52 2.98
C -1.71 -0.60 1.69
Cl -2.91 -1.90 1.88
N -0.98 -0.53 0.35
O 0.28 0.06 0.65
C -0.51 -1.88 -0.21
B -0.19 -3.05 0.87
N -0.91 -4.28 0.80
O 0.69 -2.97 1.90
C 0.60 -1.84 -1.25
C 2.08 -1.55 -0.94
C 2.90 -2.43 0.02
C 3.42 -1.59 1.21
C 4.64 -0.76 0.81
C 4.74 0.56 1.57
O 4.40 1.66 0.73
C 5.45 2.43 0.33
C 5.46 2.78 -1.13
O 6.32 2.83 1.09
B 0.48 -3.26 -2.04
N 1.57 -4.22 -2.27
O -0.74 -3.55 -2.60
C 0.16 -0.80 -2.37
F 1.18 0.05 -2.73
C -1.19 -0.09 -2.18
C -1.27 0.98 -3.26
C -1.63 0.32 -0.74
C -1.49 1.83 -0.48
F -1.86 2.14 0.81
F -2.43 2.48 -1.19
C -0.15 2.63 -0.73
F -0.35 3.52 -1.72
F 0.92 1.91 -1.07
C 0.30 3.53 0.48
F -0.54 4.53 0.71
F 0.57 2.79 1.56
F 1.46 4.08 0.08
S -3.49 -0.01 -0.89
O -3.96 0.42 -2.18
O -3.68 -1.44 -0.84
C -4.67 0.82 0.26
F -4.44 0.69 1.58
F -5.77 0.06 0.04
C -5.17 2.27 0.01
F -5.22 2.63 -1.27
F -4.37 3.16 0.64
C -6.63 2.52 0.57
F -6.74 3.86 0.66
F -7.55 2.11 -0.32
F -6.83 2.01 1.78
H -0.24 1.54 3.30
H -2.01 1.28 3.55
H -0.84 0.74 4.71
H -1.25 -1.23 3.70
H 0.19 -0.71 2.89
H -2.35 0.27 1.76
H 0.17 0.92 1.11
H -1.40 -2.27 -0.70
H -1.22 -4.54 1.73
H -1.73 -4.20 0.21
H 1.24 -2.18 1.88
H 2.19 -0.53 -0.60
H 2.60 -1.59 -1.88
H 3.81 -2.76 -0.48
H 2.45 -3.36 0.36
H 2.59 -0.93 1.49
H 3.60 -2.23 2.07
H 4.53 -0.53 -0.25
H 5.52 -1.36 0.98
H 5.73 0.65 2.00
H 4.05 0.59 2.41
H 5.54 1.90 -1.76
H 6.31 3.42 -1.31
H 4.57 3.34 -1.41
H 1.83 -4.69 -1.41
H 2.39 -3.80 -2.67
H -0.96 -4.46 -2.37
H 0.03 -1.36 -3.29
H -1.88 -0.86 -2.50
H -1.17 0.46 -4.21
H -2.20 1.51 -3.32
H -0.47 1.71 -3.25
```

Summary:
Total energy = -3954.26906 hartree
LUMO energy = -3.42 eV
Net charge = +1
SMILES = CC[C@H](Cl)[N@@+]1(O)[C@H](B(N)O)[C@@](CCCCCOC(C)=O)(B(N)O)[C@H](F)[C@H](C)[C@@]1(C(F)(F)C(F)(F)C(F)(F)F)S(=O)(=O)C(F)(F)C(F)(F)C(F)(F)F
Kohn-Sham gap = 9.07 eV
E_HOMO = -12.50 eV
Multiplicity = 1

---

Please write out number 4 again, unchanged.
# C22H32B2ClF15N3O7S

An isolated ion of composition C22H32B2ClF15N3O7S and charge +1 (the ωB97M-V functional and the def2-TZVPD basis, OMol25).

The geometry in XYZ format:
```
83
C22H32B2ClF15N3O7S the ωB97M-V functional and the def2-TZVPD basis
C -1.01 0.87 3.65
C -0.87 -0.52 2.98
C -1.71 -0.60 1.69
Cl -2.91 -1.90 1.88
N -0.98 -0.53 0.35
O 0.28 0.06 0.65
C -0.51 -1.88 -0.21
B -0.19 -3.05 0.87
N -0.91 -4.28 0.80
O 0.69 -2.97 1.90
C 0.60 -1.84 -1.25
C 2.08 -1.55 -0.94
C 2.90 -2.43 0.02
C 3.42 -1.59 1.21
C 4.64 -0.76 0.81
C 4.74 0.56 1.57
O 4.40 1.66 0.73
C 5.45 2.43 0.33
C 5.46 2.78 -1.13
O 6.32 2.83 1.09
B 0.48 -3.26 -2.04
N 1.57 -4.22 -2.27
O -0.74 -3.55 -2.60
C 0.16 -0.80 -2.37
F 1.18 0.05 -2.73
C -1.19 -0.09 -2.18
C -1.27 0.98 -3.26
C -1.63 0.32 -0.74
C -1.49 1.83 -0.48
F -1.86 2.14 0.81
F -2.43 2.48 -1.19
C -0.15 2.63 -0.73
F -0.35 3.52 -1.72
F 0.92 1.91 -1.07
C 0.30 3.53 0.48
F -0.54 4.53 0.71
F 0.57 2.79 1.56
F 1.46 4.08 0.08
S -3.49 -0.01 -0.89
O -3.96 0.42 -2.18
O -3.68 -1.44 -0.84
C -4.67 0.82 0.26
F -4.44 0.69 1.58
F -5.77 0.06 0.04
C -5.17 2.27 0.01
F -5.22 2.63 -1.27
F -4.37 3.16 0.64
C -6.63 2.52 0.57
F -6.74 3.86 0.66
F -7.55 2.11 -0.32
F -6.83 2.01 1.78
H -0.24 1.54 3.30
H -2.01 1.28 3.55
H -0.84 0.74 4.71
H -1.25 -1.23 3.70
H 0.19 -0.71 2.89
H -2.35 0.27 1.76
H 0.17 0.92 1.11
H -1.40 -2.27 -0.70
H -1.22 -4.54 1.73
H -1.73 -4.20 0.21
H 1.24 -2.18 1.88
H 2.19 -0.53 -0.60
H 2.60 -1.59 -1.88
H 3.81 -2.76 -0.48
H 2.45 -3.36 0.36
H 2.59 -0.93 1.49
H 3.60 -2.23 2.07
H 4.53 -0.53 -0.25
H 5.52 -1.36 0.98
H 5.73 0.65 2.00
H 4.05 0.59 2.41
H 5.54 1.90 -1.76
H 6.31 3.42 -1.31
H 4.57 3.34 -1.41
H 1.83 -4.69 -1.41
H 2.39 -3.80 -2.67
H -0.96 -4.46 -2.37
H 0.03 -1.36 -3.29
H -1.88 -0.86 -2.50
H -1.17 0.46 -4.21
H -2.20 1.51 -3.32
H -0.47 1.71 -3.25
```

Summary:
Total energy = -3954.26906 hartree
LUMO energy = -3.42 eV
Net charge = +1
SMILES = CC[C@H](Cl)[N@@+]1(O)[C@H](B(N)O)[C@@](CCCCCOC(C)=O)(B(N)O)[C@H](F)[C@H](C)[C@@]1(C(F)(F)C(F)(F)C(F)(F)F)S(=O)(=O)C(F)(F)C(F)(F)C(F)(F)F
Kohn-Sham gap = 9.07 eV
E_HOMO = -12.50 eV
Multiplicity = 1

---

Q: Which of these has the highest multiplicity?
A: C22H32AsClCrF4N3O2Te

---

Q: total energy of number 4 (C22H32B2ClF15N3O7S)?
A: -3954.26906 hartree